No. 1
78
Properties=species:S:1:pos:R:3:forces:R:3:lowdin_charge:R:1 method="wB97M-V/def2-TZVPD" homo_lumo_gap_ev=6.98 e_homo_ev=-11.2 total_energy_ev=-52496.4916 total_charge=+1 de_lowest_kj_mol=787.9
H -1.44047 -1.07041 2.03883 9.48 -1.87 -1.89 -0.06
H 4.68978 -1.52553 -0.07763 0.34 1.27 -1.23 0.07
H 4.75499 -2.24854 1.39940 -1.69 -0.71 -0.42 0.14
C 2.94776 3.46110 -1.89643 -0.59 2.77 -1.61 -0.36
O 0.45960 -1.14637 0.14160 -0.96 0.96 1.73 0.02
H 3.04142 3.41121 -3.94073 -1.37 0.20 0.36 0.10
H -4.77627 -2.53098 1.17434 -0.76 -0.61 -1.02 0.06
O 2.72983 -4.36124 1.60657 1.27 1.07 -0.49 0.20
H -1.05441 3.14695 -0.46822 2.04 0.51 -0.20 0.12
H 0.38128 0.37540 -2.07002 -0.53 0.27 -0.73 0.05
H -1.28844 -0.46452 -2.28298 0.22 -2.39 -1.55 0.03
C 1.10093 -4.37238 -0.12367 7.69 12.21 -5.33 0.10
N 1.08981 -0.04769 0.19344 -4.07 -3.08 -8.25 -0.44
H -2.60764 0.17008 -2.15730 0.10 2.18 2.12 0.10
C -4.12174 -1.69364 1.16912 -0.94 3.95 -0.27 -0.05
H 5.00628 -3.23992 -0.01787 0.05 0.02 -0.15 0.11
C 2.32080 2.98751 -3.19269 1.97 -3.77 -0.59 0.00
O -2.38800 -0.80456 -6.90837 1.43 -1.06 4.84 0.05
H -1.24523 2.60545 -2.50640 -0.86 0.24 -0.98 0.13
O 2.18641 -0.03036 0.56082 7.08 0.53 4.41 0.02
H 2.55488 1.77548 -3.39288 -1.37 3.09 0.83 0.15
N 3.10763 2.47331 -0.68331 3.19 1.03 -1.22 0.05
H 0.76514 2.89341 -1.02695 0.63 1.09 -0.59 0.02
H -1.37395 0.39836 -0.86097 3.55 -4.89 4.28 -0.01
C -1.24636 3.48531 5.51372 3.06 1.71 -0.82 -0.48
C 0.68000 1.89165 3.69399 0.86 -1.13 1.10 -0.39
H 2.50925 -1.79559 0.51008 0.16 -1.51 -1.46 0.19
H -1.39809 0.54444 -4.84843 -0.09 -0.15 0.73 0.11
H -2.39578 -2.84306 3.91471 2.31 -0.37 -0.20 0.06
H 0.61335 4.94655 5.62435 -1.19 -1.60 -0.22 0.13
H 0.39477 -4.38524 0.43877 -8.17 0.48 7.72 -0.01
H -2.77852 1.27875 -0.62802 0.63 -0.26 -0.88 0.13
H -3.89554 -1.06108 0.16838 -0.34 -2.35 1.95 0.12
H -3.58011 -1.92628 4.00255 -1.35 0.00 -0.85 0.10
C 4.38558 -2.42855 0.35408 2.81 -0.97 1.31 -0.03
H -3.66955 -3.70053 3.35060 -0.07 2.04 -0.69 0.13
H 1.23631 3.27900 -3.24087 1.29 -0.48 -0.26 0.11
C -3.19910 -2.64229 3.25710 -1.62 -2.91 3.80 -0.09
O -2.22827 -0.83367 2.21020 -7.87 2.50 1.80 -0.02
C -1.64932 2.26121 4.90739 2.50 -5.71 -3.63 0.06
C 1.10750 3.14757 4.39098 -0.51 4.53 2.71 0.01
H -2.23480 -2.69218 1.34468 -0.53 0.14 0.45 0.15
H 0.77734 -3.39224 -0.88135 0.74 -3.36 1.55 0.17
C -1.70367 -0.46177 -4.55936 0.05 -2.48 5.17 0.12
H 1.05907 -5.22876 -0.47123 0.75 -8.08 -4.28 0.01
H -2.32423 -4.53718 -4.12905 0.38 3.95 0.09 0.19
H -1.16815 0.50784 3.58451 0.47 0.67 0.60 0.08
H -4.70863 -0.84249 1.74259 1.10 -1.73 -0.63 0.12
O 1.49378 1.21817 3.01976 -2.20 1.46 0.97 0.01
H 2.97678 -2.48705 -0.96321 -1.02 -0.15 -3.03 0.14
C 0.16883 3.96385 5.24882 5.02 -2.98 -3.70 0.07
N 3.00297 -2.67368 -0.02249 -0.07 2.33 5.90 0.07
H -2.46267 -3.30646 -6.27772 -0.92 -3.85 -5.29 0.04
C 3.04461 3.06023 0.64758 -3.27 2.12 2.93 -0.05
H 3.21276 4.22742 0.96733 -0.08 -3.08 -1.82 0.19
H 2.51124 1.59494 -0.66777 0.11 0.88 -0.58 0.13
C 2.38775 -3.88953 0.57331 -3.14 -2.42 -0.02 -0.34
H 4.14215 2.20661 -0.62164 -1.64 -0.03 -1.39 0.21
O -1.91109 4.25471 6.12995 -2.02 0.55 1.19 0.14
C -2.07159 0.80431 -1.36757 -5.97 5.36 -2.02 -0.05
O 0.79152 0.82881 -0.73732 5.41 -6.96 3.34 -0.26
C -1.97369 -2.52253 -3.01926 0.27 -0.37 4.59 -0.40
H 2.30678 3.59442 4.27992 -3.86 -1.61 0.12 0.17
C -2.91648 -2.06811 1.97771 0.71 1.18 -2.61 -0.52
C -2.40050 -2.70608 -5.53972 2.45 2.03 10.75 0.07
C -2.20025 -3.28101 -4.20244 -1.81 -2.85 -6.03 0.03
H 0.03797 1.65233 0.17960 -2.54 5.36 -1.58 0.16
C -0.73109 1.39752 4.08947 -2.82 3.78 1.66 0.11
H 3.59137 2.37283 1.21561 1.40 -0.32 1.35 0.07
H 2.02938 2.73899 1.00062 0.52 1.08 -0.09 0.08
C -1.01156 1.76103 -1.89971 2.41 0.51 -0.33 -0.39
C -1.68975 -1.07805 -3.09306 1.20 1.30 -8.24 0.05
H -2.65949 1.85227 5.07071 0.57 0.45 -0.01 0.12
O -1.95420 -3.07619 -1.86079 0.08 1.36 -3.31 0.02
O -0.09451 0.97703 -2.66795 -0.44 0.55 -2.82 -0.14
C -2.14305 -1.26546 -5.71439 -1.91 0.68 -4.10 -0.35
O 3.26309 4.63755 -1.87571 -0.08 -3.28 1.99 0.15
C -0.16450 2.47760 -0.79767 -7.64 0.99 5.08 -0.09

---

No. 2
29
Properties=species:S:1:pos:R:3:forces:R:3:nbo_charge:R:1 method="wB97M-V/def2-TZVPD" homo_lumo_gap_ev=7.36 e_homo_ev=-7.7 total_energy_ev=-26676.7596 de_lowest_kj_mol=0.0
H 3.46918 -4.31036 1.92680 0.23 0.23 -0.20 0.23
C 2.86166 -1.53085 -0.64319 -0.23 -0.85 0.53 0.08
O -0.31510 -3.06503 1.54978 2.60 0.01 -0.30 -0.80
C -1.93927 3.02684 -0.97803 -0.03 0.09 0.00 -0.60
H 1.14937 -4.04416 2.67198 0.24 0.27 -0.14 0.21
H -0.51176 1.86487 -2.05145 0.13 -0.07 -0.20 0.20
H 0.15839 3.32038 -1.32696 0.32 -0.08 0.28 0.20
H 2.63269 -0.64245 -1.23732 -0.04 -0.54 -0.07 0.23
C 4.31015 -3.22586 0.21874 -0.01 0.13 0.38 -0.15
H 4.84184 -1.82540 -1.37475 0.06 -0.12 0.34 0.23
H -2.80134 2.85110 -1.60040 -0.56 0.05 -0.05 0.20
H -0.41012 -2.22411 -1.71666 -0.66 0.08 -0.54 0.18
H -1.93147 2.27013 -0.20843 -0.05 -0.11 0.43 0.21
H 1.07093 -2.25029 2.95965 0.19 -0.40 -0.57 0.26
Mg -0.10870 -1.41540 0.40644 -0.17 1.53 -0.60 1.60
I 0.97081 0.34299 2.20072 -0.35 0.51 0.25 -0.82
C 4.11049 -2.15033 -0.63906 -0.53 0.18 -0.35 -0.25
C 2.12809 -2.84995 1.14200 0.45 -0.46 -0.74 0.18
H -0.79394 3.47307 -2.74522 -0.13 0.02 -0.36 0.19
N 1.87216 -2.00489 0.13745 0.38 0.79 0.57 -0.57
C 1.06843 -3.05775 2.19916 -1.26 -0.87 -0.07 -0.15
H -2.09263 -1.72214 -1.14628 0.35 -0.01 -0.77 0.20
H 5.23519 -3.79487 0.16662 -0.16 0.10 0.11 0.23
C 3.34328 -3.52203 1.18520 -0.01 -0.23 -0.04 -0.23
C -1.07671 -1.38735 -1.43038 0.07 -0.01 0.82 -1.40
C -0.70962 2.90886 -1.82508 0.61 -0.02 -0.20 -0.60
H -0.91872 -2.91573 2.25331 -1.04 0.12 1.12 0.50
H -1.99238 4.01358 -0.52891 -0.26 0.08 0.13 0.20
H -1.05232 -0.55783 -2.14843 -0.13 -0.45 0.24 0.22

---

No. 3
14
Properties=species:S:1:pos:R:3:forces:R:3:nbo_charge:R:1 method="wB97M-V/def2-TZVPD" homo_lumo_gap_ev=9.97 e_homo_ev=-9.7 total_energy_ev=-15168.6712 de_lowest_kj_mol=231.3
N 0.90606 0.58652 -0.23189 0.82 -0.18 0.41 -0.67
H -1.18268 -2.31960 0.44301 0.24 0.37 -0.29 0.51
O -0.34027 -2.42260 0.93416 0.34 -0.70 0.60 -0.51
N -3.14344 -2.19567 -0.51354 -0.01 -0.61 -0.14 -0.41
H 0.67376 0.99480 -1.12874 0.01 -0.19 0.06 0.38
N -1.42963 1.58313 1.46625 0.10 -0.04 0.12 -0.65
N 0.05074 -0.45416 0.03451 -0.53 -0.23 -0.56 -0.17
H -0.53347 2.02506 1.43572 0.30 0.00 -0.18 0.43
C -1.92555 0.75240 0.76450 -0.29 0.91 1.08 0.75
O 1.71076 -1.60793 0.95770 0.33 -0.11 0.21 -0.45
N -2.81222 0.10529 0.23463 -0.86 0.46 -0.61 -0.59
N 0.55485 -1.43883 0.62394 -0.55 0.63 -0.60 0.54
C -2.98572 -1.11330 -0.15300 0.33 -0.34 0.01 0.44
H 1.88807 0.31225 -0.15341 -0.22 0.03 -0.11 0.39